Record 1
Formula: C7H10O
Source: the Open Molecules 2025 dataset
Level of theory: ωB97M-V/def2-TZVPD

Last column: natural (NBO) charge in e.
Positions of all 18 atoms, in Å:
C -1.9841 0.3466 -1.5439  -0.362
C -0.9675 0.4617 -0.7148  -0.138
C 0.3127 1.0526 -0.6698  -0.214
C 1.4274 0.3881 -0.2093  -0.191
C 1.8908 -0.9757 -0.6139  -0.658
C -0.6229 -0.5511 0.6527  0.616
C -0.6991 0.1697 1.9729  -0.717
O -0.8533 -1.7219 0.4962  -0.544
H -2.0090 0.8764 -2.4884  0.202
H -2.8554 -0.2309 -1.2645  0.211
H 0.2848 2.1329 -0.5486  0.212
H 2.2226 1.0318 0.1532  0.201
H 2.7347 -0.9078 -1.3034  0.228
H 1.0848 -1.5315 -1.0873  0.231
H 2.2248 -1.5302 0.2661  0.218
H -0.1366 1.0974 1.9510  0.230
H -0.3076 -0.4815 2.7542  0.230
H -1.7469 0.3735 2.1978  0.245

Output
DFT total energy ... -9465.340 eV
Structure (SMILES) ... C=C(/C=C\C)C(C)=O
HOMO level ... -8.556 eV
Molar mass ... 110.16 g/mol
Energy above the lowest of the compared OMol25 structures with the same formula, charge and spin ... 74.26 kcal/mol
2S+1 ... 1
Max |F| ... 5.88 eV/Å

Record 2
Formula: C7H10O
Source: the Open Molecules 2025 dataset
Level of theory: ωB97M-V/def2-TZVPD

Last column: natural (NBO) charge in e.
Positions of all 18 atoms, in Å:
C -0.5355 1.1173 1.1361  -0.599
C -0.1834 0.5234 -0.2482  -0.199
C -1.8181 0.3189 -0.6070  -0.049
C -0.1076 -0.8949 -0.2421  0.086
C 1.2550 -1.0177 0.6119  -0.436
C 2.0949 0.0356 -0.3597  -0.201
C 1.1382 0.9473 -0.7364  -0.184
H 0.2343 0.4386 1.9970  0.219
H -0.5462 2.2857 1.0485  0.229
H -1.8344 0.9326 1.4229  0.224
H -2.0915 0.1056 -1.6736  0.188
H -2.5268 0.9637 -0.1006  0.190
H 0.1197 -1.5983 -1.0923  0.202
H 1.3304 -0.5813 1.5512  0.198
H 1.6373 -2.0847 0.6964  0.215
H 3.1982 0.3714 -0.1499  0.234
H 1.4798 1.9892 -1.2183  0.230
O -1.5077 -1.1254 0.0240  -0.547

Output
DFT total energy ... -9461.181 eV
HOMO level ... -9.205 eV
Molar mass ... 110.16 g/mol
Energy above the lowest of the compared OMol25 structures with the same formula, charge and spin ... 170.17 kcal/mol
2S+1 ... 1
Max |F| ... 5.02 eV/Å

Record 3
Formula: C7H10O
Source: the Open Molecules 2025 dataset
Level of theory: ωB97M-V/def2-TZVPD

Last column: natural (NBO) charge in e.
Positions of all 18 atoms, in Å:
C 2.8478 -0.0443 0.5828  -0.604
C 1.8723 0.1154 -0.5917  -0.427
C 0.6530 -0.7056 -0.3285  -0.269
C -0.6375 -0.3178 -0.3227  0.272
C -1.1850 1.0016 -0.2444  -0.251
C -2.4825 0.8669 0.0964  -0.193
C -2.8615 -0.5476 0.2009  -0.106
O -1.6378 -1.2100 -0.2072  -0.481
H 3.1234 -1.1360 0.6510  0.203
H 2.4520 0.3419 1.5726  0.213
H 3.7906 0.4425 0.2784  0.206
H 1.6688 1.1812 -0.8417  0.200
H 2.3321 -0.2001 -1.5482  0.208
H 0.8354 -1.7268 -0.1011  0.204
H -0.6908 1.9246 -0.3437  0.227
H -3.2041 1.6694 0.3473  0.217
H -3.7399 -0.8327 -0.3986  0.195
H -3.1362 -0.8226 1.1982  0.187

Output
DFT total energy ... -9467.001 eV
Structure (SMILES) ... CC/C=C1\C=CCO1
HOMO level ... -7.713 eV
Molar mass ... 110.16 g/mol
Energy above the lowest of the compared OMol25 structures with the same formula, charge and spin ... 35.96 kcal/mol
2S+1 ... 1
Max |F| ... 2.38 eV/Å

Record 4
Formula: C7H10O
Source: the Open Molecules 2025 dataset
Level of theory: ωB97M-V/def2-TZVPD

Last column: natural (NBO) charge in e.
Positions of all 18 atoms, in Å:
C -0.4381 -0.3687 1.3625  -0.187
C 0.6294 -1.0861 0.9557  -0.221
C 0.9059 -0.8729 -0.4729  0.054
C 1.4049 0.6307 -0.4188  -0.439
C 0.0116 1.4022 -0.3299  -0.418
C -1.1665 0.4748 0.2813  -0.322
C -1.4451 -0.6172 -0.7074  -0.059
O -0.2033 -1.1317 -1.2270  -0.515
H -0.6171 0.0217 2.4737  0.210
H 1.2059 -1.7382 1.4869  0.207
H 1.8301 -1.5501 -0.5232  0.193
H 2.0490 0.6465 0.5880  0.229
H 1.8970 0.6384 -1.4577  0.230
H -0.2394 1.8292 -1.3934  0.218
H 0.1209 2.2899 0.2728  0.212
H -1.8138 0.9872 0.9450  0.245
H -2.1312 -1.2730 -0.2230  0.180
H -2.0003 -0.2827 -1.6127  0.184

Output
DFT total energy ... -9465.034 eV
Structure (SMILES) ... C1=C[C@@H]2CC[C@H]1CO2
HOMO level ... -9.176 eV
Molar mass ... 110.16 g/mol
Energy above the lowest of the compared OMol25 structures with the same formula, charge and spin ... 81.32 kcal/mol
2S+1 ... 1
Max |F| ... 4.85 eV/Å

Record 5
Formula: C7H10O
Source: the Open Molecules 2025 dataset
Level of theory: ωB97M-V/def2-TZVPD

Last column: natural (NBO) charge in e.
Positions of all 18 atoms, in Å:
C 2.0997 -0.0677 -0.0119  -0.630
C 0.7478 0.0037 -0.2909  0.169
C 0.0994 1.2008 -0.8773  -0.251
C -1.2141 1.1197 -0.5208  -0.150
C -1.4146 0.0466 0.3889  -0.357
C -1.0746 -1.2849 -0.4010  -0.052
O 0.1056 -1.1777 -1.0622  -0.524
C -0.0907 0.0469 1.1397  -0.366
H 2.1417 -1.2439 0.3102  0.238
H 2.9168 0.0913 -0.8976  0.229
H 2.3548 0.7216 0.9671  0.234
H 0.5606 1.9703 -1.5487  0.227
H -1.9902 2.0224 -0.7744  0.226
H -2.3196 0.2763 1.0426  0.239
H -2.0105 -1.4845 -1.1172  0.173
H -1.2407 -2.2314 0.2863  0.173
H 0.2090 0.9490 1.6259  0.216
H 0.1195 -0.9586 1.7414  0.205

Output
DFT total energy ... -9464.239 eV
Structure (SMILES) ... C[C@@]12C=C[C@@H](CO1)C2
HOMO level ... -9.211 eV
Molar mass ... 110.16 g/mol
Energy above the lowest of the compared OMol25 structures with the same formula, charge and spin ... 99.66 kcal/mol
2S+1 ... 1
Max |F| ... 7.15 eV/Å

Record 6
Formula: C7H10O
Source: the Open Molecules 2025 dataset
Level of theory: ωB97M-V/def2-TZVPD

Last column: natural (NBO) charge in e.
Positions of all 18 atoms, in Å:
C 0.0807 0.7996 -0.2344  0.189
C 1.5862 0.4913 -0.6291  -0.395
C 1.6217 -0.8872 0.1554  -0.407
C 0.1508 -0.8411 -0.1457  -0.210
C -1.2373 -1.0455 0.5866  -0.433
C -2.1157 -0.1569 -0.2664  -0.189
C -1.4828 0.9236 -0.7137  -0.200
H 0.9533 2.2791 1.1298  0.450
H 2.3166 1.2933 -0.4776  0.194
H 1.8931 0.0934 -1.6849  0.223
H 2.2709 -1.6020 -0.1214  0.208
H 1.8050 -0.5964 1.2679  0.207
H -0.2289 -1.1853 -1.1402  0.212
H -1.1606 -0.6277 1.5644  0.227
H -1.4219 -2.0130 0.5974  0.199
H -3.1508 -0.3365 -0.2914  0.210
H -1.9447 2.0872 -0.6830  0.231
O 0.0643 1.3240 1.0864  -0.716

Output
DFT total energy ... -9462.007 eV
HOMO level ... -8.445 eV
Molar mass ... 110.16 g/mol
Energy above the lowest of the compared OMol25 structures with the same formula, charge and spin ... 151.13 kcal/mol
2S+1 ... 1
Max |F| ... 6.84 eV/Å

Record 7
Formula: C7H10O2
Source: the Open Molecules 2025 dataset
Level of theory: ωB97M-V/def2-TZVPD

Last column: natural (NBO) charge in e.
Positions of all 19 atoms, in Å:
C -1.5506 1.5099 -0.5626  -0.723
C -1.6988 0.0314 -0.3106  0.584
O -2.6768 -0.5987 -0.6054  -0.504
C -0.4917 -0.5973 0.3703  0.132
C -0.5426 -0.5088 1.8827  -0.629
O -0.0206 -1.8232 -0.1793  -0.446
C 0.7814 -0.6953 -0.3204  0.195
C 2.2232 -0.4633 -0.1114  -0.439
C 1.5580 -0.1387 -1.4427  -0.436
H -0.9952 1.6349 -1.4915  0.241
H -0.9948 1.9942 0.2352  0.221
H -2.5280 1.9693 -0.6825  0.238
H 0.2961 -1.0558 2.3064  0.232
H -1.4692 -0.9480 2.2459  0.228
H -0.4922 0.5298 2.2026  0.214
H 2.8790 -1.3196 -0.0719  0.228
H 2.5276 0.3565 0.5230  0.218
H 1.4225 0.9010 -1.7033  0.215
H 1.7727 -0.7783 -2.2845  0.230

Output
DFT total energy ... -11513.778 eV
Structure (SMILES) ... CC(=O)[C@@]1(C)OC12CC2
HOMO level ... -9.636 eV
Molar mass ... 126.15 g/mol
Energy above the lowest of the compared OMol25 structures with the same formula, charge and spin ... 47.92 kcal/mol
2S+1 ... 1
Max |F| ... 0.82 eV/Å

Record 8
Formula: C7H10O2
Source: the Open Molecules 2025 dataset
Level of theory: ωB97M-V/def2-TZVPD

Last column: natural (NBO) charge in e.
Positions of all 19 atoms, in Å:
C -0.6339 0.6435 -1.6531  -0.678
C -0.0668 -0.5892 -0.8621  0.238
C 1.2803 -0.6751 -1.3382  -0.386
C 1.0902 -0.2820 0.1703  -0.324
C 0.7297 0.9053 0.9481  0.047
O 0.8884 0.4201 2.2565  -0.505
C -0.4923 0.4223 1.7410  -0.021
C -1.1761 -0.9179 1.1840  -0.107
O -1.0881 -1.4055 -0.2504  -0.507
H -1.3575 1.3230 -1.0639  0.204
H 0.0795 1.3864 -2.0616  0.218
H -1.3644 0.6129 -2.6371  0.244
H 1.6883 -1.6078 -1.4193  0.218
H 1.8384 0.0954 -2.0096  0.230
H 1.5385 -1.1855 0.7810  0.266
H 0.9270 2.0766 0.9092  0.221
H -0.9272 1.2752 2.3147  0.225
H -2.1546 -0.5983 1.3029  0.196
H -0.7993 -1.8992 1.6876  0.222

Output
DFT total energy ... -11508.983 eV
Structure (SMILES) ... C[C@@]12C[C@H]1[C@@H]1O[C@@H]1CO2
HOMO level ... -8.868 eV
Molar mass ... 126.15 g/mol
Energy above the lowest of the compared OMol25 structures with the same formula, charge and spin ... 158.51 kcal/mol
2S+1 ... 1
Max |F| ... 4.55 eV/Å

Record 9
Formula: C7H10O2
Source: the Open Molecules 2025 dataset
Level of theory: ωB97M-V/def2-TZVPD

Last column: natural (NBO) charge in e.
Positions of all 19 atoms, in Å:
C -2.0242 -1.0670 -0.7384  -0.372
C -1.1499 -0.4088 -0.0150  -0.038
C -1.4056 1.0354 0.3545  -0.109
O -0.1943 1.6460 0.7574  -0.526
C 0.8328 1.3835 -0.1276  -0.113
C 1.1689 -0.0748 -0.1421  -0.036
C 2.3593 -0.4748 -0.6006  -0.380
C 0.1683 -1.0333 0.4590  0.038
O 0.4261 -1.1423 1.8284  -0.702
H -1.7595 -1.9833 -1.1942  0.200
H -2.9904 -0.6222 -1.0193  0.195
H -2.0147 1.1695 1.2491  0.205
H -1.8729 1.5116 -0.4992  0.180
H 1.7233 1.9825 0.1254  0.205
H 0.5608 1.7453 -1.0970  0.174
H 2.5955 -1.5574 -0.6944  0.206
H 3.0761 0.2975 -1.0024  0.195
H 0.2735 -2.0656 0.0315  0.198
H 0.2269 -0.3420 2.3247  0.480

Output
DFT total energy ... -11513.817 eV
Structure (SMILES) ... C=C1COCC(=C)C1O
HOMO level ... -9.368 eV
Molar mass ... 126.15 g/mol
Energy above the lowest of the compared OMol25 structures with the same formula, charge and spin ... 47.02 kcal/mol
2S+1 ... 1
Max |F| ... 2.22 eV/Å

Record 10
Formula: C7H10O2S
Source: the Open Molecules 2025 dataset
Level of theory: ωB97M-V/def2-TZVPD

Last column: natural (NBO) charge in e.
Positions of all 20 atoms, in Å:
C 1.2568 0.6111 -2.1444  -0.730
S -0.5171 0.0624 -2.1148  0.233
C -0.5062 -1.1225 -0.8401  -0.506
C -1.5795 -1.1990 0.0012  0.334
C -2.4870 -0.0810 0.1052  -0.707
O -1.6358 -2.1054 1.1194  -0.728
H 1.3923 1.7138 -1.7707  0.227
H 1.6528 0.5117 -3.1583  0.229
H 1.8296 -0.0222 -1.4409  0.198
H 0.1660 -2.0230 -0.9280  0.230
H -1.9053 0.9055 -0.0182  0.235
H -3.2590 -0.0944 -0.6082  0.236
H -2.6326 -0.0475 1.1945  0.242
H -0.7943 -1.8956 1.6457  0.508
C 1.5633 2.2385 1.9214  -0.130
C 1.7488 1.1397 1.5230  -0.158
C 1.4223 -0.2817 1.1749  0.415
O 0.9467 -1.0364 1.9676  -0.519
H 1.7305 3.2262 2.3109  0.243
H 1.6076 -0.5001 0.0599  0.147

Output
DFT total energy ... -22346.542 eV
Structure (SMILES) ... CS/C=C(\C)O.C#CC=O
HOMO level ... -8.286 eV
Molar mass ... 158.22 g/mol
Energy above the lowest of the compared OMol25 structures with the same formula, charge and spin ... 80.61 kcal/mol
2S+1 ... 1
Max |F| ... 3.51 eV/Å

Record 11
Formula: C7H10O3P
Source: the Open Molecules 2025 dataset
Level of theory: ωB97M-V/def2-TZVPD

Last column: natural (NBO) charge in e.
Positions of all 21 atoms, in Å:
C 0.9305 0.6025 0.7461  -0.496
C -0.6162 0.9514 0.5788  0.140
C 2.0267 1.3014 -0.0068  0.718
C -1.5231 -0.2705 0.4152  -0.480
C -0.7160 -1.4977 0.9130  -0.749
C -1.1170 2.3548 0.4688  -0.690
C 0.7425 -1.5776 -1.6095  -0.971
O 2.5446 0.3407 -0.7570  -0.755
O 2.3403 2.5022 0.0006  -0.710
O 2.0491 -2.1227 0.6625  -1.132
P 1.0416 -1.1380 0.1950  1.942
H -2.4058 -0.0023 0.9852  0.201
H -1.7247 -0.6314 -0.7082  0.217
H -0.6404 -1.5293 1.9488  0.213
H -1.2614 -2.3041 0.4340  0.201
H -1.8483 2.5713 1.3727  0.199
H -1.7172 2.4422 -0.4372  0.223
H -0.3205 3.0598 0.7801  0.264
H 0.2076 -2.5085 -1.6695  0.205
H 0.2137 -0.9836 -2.2030  0.201
H 1.7939 -1.5605 -2.1098  0.262

Output
DFT total energy ... -22852.169 eV
HOMO level (spin up / spin down) ... -4.811 / -4.811 eV
Molar mass ... 173.13 g/mol
Total charge ... -1
Energy above the lowest of the compared OMol25 structures with the same formula, charge and spin ... 46.00 kcal/mol
2S+1 ... 1
Max |F| ... 7.27 eV/Å

Record 12
Formula: C7H10O4
Source: the Open Molecules 2025 dataset
Level of theory: ωB97M-V/def2-TZVPD

Last column: natural (NBO) charge in e.
Positions of all 21 atoms, in Å:
C -3.5117 1.2640 -0.4437  -0.387
C -2.9408 0.0742 -0.6009  -0.184
C -1.7659 -0.3475 0.2638  0.045
O -1.9959 -1.6034 0.8444  -0.714
C -0.4444 -0.3725 -0.4820  -0.089
O 0.4530 -0.9870 0.4366  -0.766
H -4.3277 1.5846 -1.1038  0.201
H -3.1744 1.9710 0.3177  0.191
H -3.2461 -0.6197 -1.3859  0.206
H -1.6832 0.4212 1.0657  0.144
H -1.1110 -1.8511 1.1902  0.490
H -0.4956 -1.0261 -1.3604  0.172
H -0.1219 0.6315 -0.7833  0.177
H 1.2915 -0.4962 0.4239  0.499
C 2.1056 1.3958 1.1187  -0.132
C 2.9087 0.7950 0.4270  -0.160
C 3.9492 -0.0399 -0.1588  0.726
O 5.0602 0.3527 -0.4590  -0.535
O 3.4618 -1.2687 -0.3389  -0.652
H 1.4056 1.9533 1.7170  0.259
H 4.1832 -1.8310 -0.6881  0.509

Output
DFT total energy ... -15607.965 eV
Structure (SMILES) ... C=C[C@@H](O)CO.C#CC(=O)O
HOMO level ... -9.639 eV
Molar mass ... 158.15 g/mol
Energy above the lowest of the compared OMol25 structures with the same formula, charge and spin ... 89.16 kcal/mol
2S+1 ... 1
Max |F| ... 2.25 eV/Å